Entry 1:
Entry from the OMol25 dataset: a 7-piece molecular cluster, C35H79FN2O8 overall (the ωB97M-V functional and the def2-TZVPD basis).

Each line ends with the Löwdin charge.
CARTESIAN COORDINATES (ANGSTROEM)
H 6.17 2.00 -5.04  0.05
N 5.98 2.01 -4.04  0.11
C 4.93 1.35 -3.78  -0.25
C 4.44 1.22 -2.37  -0.13
C 3.65 -0.07 -2.09  -0.35
C 4.44 -1.36 -2.45  -0.11
C 5.97 -1.29 -2.59  -0.28
N 6.55 -2.58 -2.23  0.00
C 2.33 0.00 -2.87  -0.01
C 1.29 0.49 -1.89  -0.46
O 0.14 0.75 -2.07  0.13
O 1.85 0.59 -0.66  0.06
C 3.11 -0.10 -0.63  -0.24
C 3.94 0.52 0.48  -0.13
C 5.16 -0.32 0.85  -0.15
C 6.24 0.50 1.51  -0.20
F 5.69 1.22 2.57  -0.06
H 4.35 0.84 -4.56  0.12
H 3.77 2.07 -2.16  0.14
H 5.29 1.35 -1.71  0.11
H 4.24 -2.12 -1.69  0.11
H 4.03 -1.77 -3.38  0.10
H 6.38 -0.45 -2.02  0.09
H 6.24 -1.10 -3.63  0.11
H 7.52 -2.63 -2.53  0.07
H 6.56 -2.70 -1.22  0.06
H 2.34 0.70 -3.71  0.13
H 1.99 -0.97 -3.25  0.14
H 2.91 -1.14 -0.37  0.16
H 4.24 1.54 0.22  0.12
H 3.28 0.61 1.35  0.10
H 4.85 -1.12 1.54  0.12
H 5.59 -0.79 -0.03  0.09
H 6.67 1.22 0.82  0.12
H 7.03 -0.12 1.93  0.12
C 0.27 -0.27 2.34  -0.07
C 0.27 -0.95 3.69  -0.27
O 1.45 -1.67 3.99  -0.16
C 2.65 -0.91 4.03  -0.28
C 2.65 0.21 5.05  -0.07
H 0.45 -0.99 1.54  0.07
H -0.69 0.21 2.16  0.07
H 1.04 0.50 2.26  0.06
H -0.52 -1.71 3.72  0.12
H 0.04 -0.23 4.49  0.11
H 2.88 -0.51 3.04  0.08
H 3.43 -1.63 4.27  0.12
H 1.90 0.97 4.82  0.07
H 3.62 0.70 5.05  0.07
H 2.45 -0.17 6.05  0.08
C -4.23 0.39 3.21  -0.07
C -4.00 1.64 4.04  -0.27
O -2.94 2.46 3.57  -0.16
C -3.08 2.94 2.25  -0.28
C -4.29 3.83 2.02  -0.07
H -3.31 -0.20 3.17  0.07
H -5.01 -0.23 3.65  0.06
H -4.53 0.63 2.19  0.07
H -3.71 1.36 5.06  0.12
H -4.93 2.22 4.12  0.11
H -3.06 2.12 1.53  0.10
H -2.18 3.53 2.07  0.10
H -5.24 3.30 2.16  0.07
H -4.26 4.20 0.99  0.08
H -4.27 4.68 2.69  0.08
C 2.50 -3.85 -7.12  -0.08
C 2.40 -2.82 -6.01  -0.29
O 3.06 -1.59 -6.30  -0.18
C 2.59 -0.88 -7.43  -0.28
C 1.13 -0.48 -7.35  -0.07
H 3.54 -4.06 -7.37  0.08
H 2.02 -4.78 -6.80  0.08
H 1.99 -3.52 -8.03  0.07
H 2.90 -3.19 -5.12  0.11
H 1.35 -2.64 -5.75  0.11
H 2.78 -1.45 -8.35  0.11
H 3.21 0.01 -7.48  0.11
H 0.46 -1.35 -7.33  0.07
H 0.86 0.12 -8.22  0.08
H 0.94 0.11 -6.45  0.08
C -1.89 -1.05 -0.46  -0.09
C -2.45 -1.51 -1.79  -0.27
O -2.12 -2.85 -2.13  -0.16
C -2.54 -3.84 -1.21  -0.29
C -4.04 -3.89 -1.00  -0.08
H -0.81 -1.16 -0.45  0.06
H -2.13 0.01 -0.30  0.08
H -2.30 -1.61 0.38  0.07
H -2.03 -0.90 -2.59  0.11
H -3.54 -1.36 -1.82  0.11
H -2.02 -3.72 -0.25  0.11
H -2.20 -4.78 -1.65  0.12
H -4.42 -2.98 -0.53  0.06
H -4.29 -4.72 -0.33  0.07
H -4.57 -4.04 -1.94  0.08
C -8.11 -2.87 5.50  -0.08
C -7.31 -2.45 4.27  -0.28
O -5.91 -2.55 4.43  -0.18
C -5.40 -3.85 4.70  -0.28
C -5.70 -4.87 3.61  -0.08
H -7.80 -2.30 6.37  0.08
H -9.17 -2.70 5.32  0.08
H -7.98 -3.93 5.72  0.07
H -7.49 -1.39 4.07  0.12
H -7.65 -3.00 3.39  0.11
H -5.76 -4.21 5.67  0.11
H -4.33 -3.71 4.78  0.12
H -6.77 -5.06 3.51  0.07
H -5.22 -5.81 3.86  0.08
H -5.32 -4.52 2.65  0.07
C -1.18 8.31 0.61  -0.08
C -1.76 7.01 1.13  -0.29
O -1.97 6.02 0.14  -0.17
C -0.81 5.58 -0.56  -0.27
C 0.25 4.96 0.33  -0.07
H -1.80 8.72 -0.18  0.08
H -1.11 9.04 1.42  0.08
H -0.17 8.17 0.21  0.07
H -2.76 7.19 1.55  0.12
H -1.14 6.61 1.95  0.11
H -0.38 6.40 -1.15  0.11
H -1.18 4.84 -1.26  0.12
H 0.67 5.68 1.04  0.07
H 1.07 4.59 -0.28  0.07
H -0.16 4.12 0.90  0.07

Properties
Orbital gap ... 9.96 eV
F_max ... 0.006 Eh/bohr
Electronic energy ... -2192.1530 Ha
Total charge ... 0
Structure (SMILES) ... [H]/N=C/C[C@]1(CCN)CC(=O)O[C@@H]1CCCF.CCOCC.CCOCC.CCOCC.CCOCC.CCOCC.CCOCC


Entry 2:
Entry from the OMol25 dataset: a 7-piece molecular cluster, C35H81N3O11 overall (the ωB97M-V functional and the def2-TZVPD basis).

Each line ends with the Löwdin charge.
CARTESIAN COORDINATES (ANGSTROEM)
C -11.19 -13.89 -17.75  -0.03
C -11.67 -13.16 -19.03  -0.47
C -12.98 -13.84 -19.48  -0.03
C -11.87 -11.63 -18.69  -0.13
C -12.02 -10.64 -19.81  -0.22
C -10.85 -10.67 -20.71  -0.13
C -10.52 -12.14 -21.19  -0.48
C -11.35 -12.49 -22.48  -0.04
C -9.16 -12.07 -21.76  -0.08
N -10.64 -13.08 -20.08  -0.09
O -9.87 -14.27 -20.28  0.00
H -11.82 -13.63 -16.90  0.08
H -11.20 -14.97 -17.86  0.08
H -10.18 -13.59 -17.47  0.09
H -13.44 -13.44 -20.38  0.06
H -12.72 -14.86 -19.75  0.08
H -13.66 -13.82 -18.63  0.09
H -12.74 -11.54 -18.05  0.11
H -11.08 -11.27 -18.03  0.12
H -12.91 -10.87 -20.41  0.11
H -12.32 -9.67 -19.42  0.12
H -10.01 -10.16 -20.23  0.12
H -11.18 -10.04 -21.53  0.12
H -12.39 -12.64 -22.21  0.05
H -10.98 -13.39 -22.98  0.08
H -11.66 -11.69 -23.16  0.08
H -8.34 -11.90 -21.07  0.10
H -9.11 -11.23 -22.45  0.10
H -8.87 -12.96 -22.31  0.08
H -10.26 -14.72 -21.04  0.09
C -16.83 -10.95 -22.75  -0.06
C -16.83 -12.04 -23.75  -0.48
C -18.11 -12.87 -23.68  -0.01
C -16.95 -11.21 -25.02  -0.19
C -16.70 -11.91 -26.35  -0.18
C -15.28 -12.53 -26.30  -0.11
C -15.06 -13.51 -25.07  -0.43
C -15.89 -14.79 -25.46  -0.02
C -13.56 -13.87 -24.91  -0.02
N -15.56 -12.90 -23.80  -0.10
O -15.41 -13.69 -22.69  -0.02
H -17.75 -10.38 -22.63  0.09
H -16.71 -11.22 -21.70  0.09
H -15.99 -10.27 -22.88  0.09
H -18.93 -12.23 -23.37  0.09
H -18.36 -13.49 -24.54  0.07
H -17.99 -13.46 -22.77  0.08
H -17.89 -10.66 -25.06  0.12
H -16.05 -10.59 -24.98  0.10
H -17.55 -12.58 -26.44  0.11
H -16.55 -11.13 -27.10  0.09
H -14.53 -11.74 -26.37  0.11
H -15.33 -13.05 -27.25  0.11
H -15.75 -15.55 -24.69  0.07
H -15.51 -15.07 -26.44  0.08
H -16.95 -14.65 -25.63  0.06
H -13.40 -14.39 -25.85  0.09
H -13.39 -14.54 -24.07  0.07
H -12.82 -13.07 -24.82  0.07
H -14.53 -13.41 -22.41  0.08
C -21.06 -10.78 -27.78  0.00
C -20.09 -9.91 -28.78  -0.38
C -19.42 -8.70 -28.00  -0.03
C -18.92 -10.69 -29.23  -0.18
C -19.34 -11.81 -30.20  -0.18
C -19.90 -11.17 -31.51  -0.12
C -21.20 -10.27 -31.16  -0.44
C -21.49 -9.33 -32.50  -0.01
C -22.29 -11.28 -30.94  -0.06
N -20.86 -9.41 -30.05  -0.11
O -21.83 -8.42 -29.77  -0.01
H -21.19 -11.86 -27.90  0.06
H -20.76 -10.57 -26.75  0.06
H -22.09 -10.41 -27.82  0.07
H -19.96 -8.36 -27.12  0.08
H -18.53 -8.87 -27.39  0.06
H -19.12 -7.90 -28.68  0.08
H -18.22 -10.13 -29.86  0.12
H -18.28 -11.07 -28.44  0.09
H -18.51 -12.46 -30.46  0.11
H -20.12 -12.48 -29.84  0.09
H -20.05 -12.02 -32.17  0.11
H -19.09 -10.53 -31.87  0.11
H -22.16 -8.47 -32.39  0.06
H -21.85 -9.80 -33.41  0.07
H -20.58 -8.87 -32.88  0.06
H -22.32 -11.87 -30.02  0.07
H -22.21 -11.94 -31.80  0.08
H -23.34 -11.02 -31.06  0.08
H -21.28 -7.68 -29.53  0.09
O -16.42 -15.73 -20.89  -0.08
C -15.47 -16.62 -20.47  -0.24
C -14.95 -17.58 -21.65  -0.21
O -13.83 -17.02 -22.29  -0.07
H -16.18 -15.25 -21.68  0.04
H -14.67 -15.98 -20.11  0.09
H -15.93 -17.20 -19.67  0.12
H -15.77 -17.89 -22.30  0.11
H -14.54 -18.48 -21.20  0.11
H -14.20 -16.44 -22.96  0.05
O -15.33 -7.56 -29.51  -0.04
C -15.56 -8.00 -28.21  -0.23
C -14.33 -7.98 -27.15  -0.23
O -14.06 -6.88 -26.38  -0.05
H -16.14 -7.09 -29.74  0.08
H -16.41 -7.44 -27.85  0.09
H -16.14 -8.92 -28.09  0.08
H -13.44 -8.24 -27.73  0.11
H -14.45 -8.87 -26.52  0.09
H -13.18 -6.98 -26.01  0.09
O -16.48 -19.84 -24.84  -0.06
C -17.62 -19.09 -25.25  -0.25
C -18.16 -19.27 -26.66  -0.23
O -19.56 -19.05 -26.91  -0.06
H -16.68 -20.71 -25.19  0.07
H -18.43 -19.12 -24.52  0.12
H -17.31 -18.06 -25.04  0.10
H -17.99 -20.30 -26.99  0.11
H -17.56 -18.66 -27.34  0.12
H -19.58 -18.20 -27.36  0.08
O -15.91 -7.38 -23.26  -0.05
C -17.12 -7.62 -23.95  -0.25
C -17.75 -6.38 -24.58  -0.26
O -17.46 -5.95 -25.86  -0.06
H -15.30 -7.15 -23.96  0.07
H -17.00 -8.45 -24.65  0.09
H -17.75 -8.08 -23.19  0.11
H -17.50 -5.57 -23.89  0.12
H -18.84 -6.36 -24.52  0.11
H -17.29 -5.01 -25.94  0.10

Properties
Orbital gap ... 8.27 eV
F_max ... 0.086 Eh/bohr
Energy above the lowest of the compared OMol25 structures with the same formula, charge and spin ... 5.729 eV
Electronic energy ... -2373.6296 Ha
Total charge ... 0
Structure (SMILES) ... CC1(C)CCCC(C)(C)N1O.CC1(C)CCCC(C)(C)N1O.CC1(C)CCCC(C)(C)N1O.OCCO.OCCO.OCCO.OCCO


Entry 3:
Entry from the OMol25 dataset: a 8-piece molecular cluster, C35H81N3O14PS overall (the ωB97M-V functional and the def2-TZVPD basis).

Each line ends with the Löwdin charge.
CARTESIAN COORDINATES (ANGSTROEM)
C 2.22 0.94 1.61  -0.10
C 1.54 2.03 0.79  -0.24
C 0.21 1.59 0.16  -0.18
C 0.03 2.12 -1.26  -0.20
N -0.46 1.11 -2.19  -0.05
O 0.50 0.85 -3.22  -0.20
P 1.14 -0.62 -2.99  0.37
O 0.10 -1.57 -2.66  -0.22
O 1.91 -0.87 -4.33  -0.15
C 2.03 -2.25 -4.78  -0.19
C 3.27 -2.98 -4.26  -0.16
C 2.87 -4.26 -3.53  -0.20
C 4.01 -5.24 -3.36  -0.19
C 5.04 -4.88 -2.28  -0.20
C 4.83 -5.58 -0.97  -0.26
C 3.69 -5.01 -0.15  -0.45
S 2.95 -6.22 0.97  1.01
C 1.75 -6.90 -0.06  -0.73
N 1.14 -8.00 0.04  0.04
N 0.30 -8.07 -1.06  0.04
C 0.48 -7.02 -1.72  -0.19
O 1.39 -6.20 -1.14  0.02
O 2.14 -0.32 -1.80  -0.11
C 2.48 -1.53 -1.02  -0.80
O 1.60 -2.02 -0.32  0.01
O 3.65 -1.84 -1.15  0.01
H 1.57 0.11 1.79  0.05
H 3.05 0.57 1.02  0.06
H 2.64 1.31 2.53  0.06
H 1.33 2.90 1.40  0.09
H 2.24 2.33 0.03  0.07
H 0.20 0.51 0.09  0.10
H -0.58 1.93 0.81  0.08
H -0.69 2.93 -1.22  0.10
H 0.96 2.56 -1.59  0.11
H -1.32 1.40 -2.62  0.11
H 1.14 -2.83 -4.61  0.09
H 2.15 -2.18 -5.85  0.11
H 3.86 -3.28 -5.11  0.10
H 3.87 -2.32 -3.65  0.11
H 2.36 -4.01 -2.62  0.10
H 2.12 -4.75 -4.16  0.10
H 4.53 -5.37 -4.30  0.10
H 3.59 -6.20 -3.08  0.10
H 5.17 -3.81 -2.16  0.11
H 6.00 -5.24 -2.64  0.10
H 4.75 -6.65 -1.11  0.10
H 5.74 -5.42 -0.40  0.10
H 3.99 -4.16 0.43  0.08
H 2.91 -4.66 -0.79  0.05
H 0.04 -6.71 -2.64  0.12
C -2.11 0.53 4.63  -0.06
C -1.52 0.17 3.27  -0.48
C -1.19 -1.31 3.19  -0.04
O -0.35 0.94 3.02  -0.07
H -1.39 0.32 5.42  0.08
H -2.34 1.60 4.67  0.07
H -3.02 -0.04 4.83  0.07
H -2.23 0.42 2.48  0.14
H -0.44 -1.58 3.95  0.09
H -0.76 -1.56 2.22  0.09
H -2.08 -1.93 3.35  0.05
H 0.30 0.73 3.70  0.09
C -2.23 -6.44 -6.12  -0.07
C -1.48 -5.19 -5.68  -0.50
C -2.22 -3.93 -6.07  -0.06
O -0.17 -5.18 -6.25  -0.06
H -2.33 -6.46 -7.21  0.08
H -1.68 -7.34 -5.83  0.08
H -3.22 -6.49 -5.67  0.08
H -1.34 -5.21 -4.59  0.13
H -2.33 -3.87 -7.16  0.08
H -1.67 -3.05 -5.75  0.08
H -3.22 -3.90 -5.62  0.08
H -0.26 -5.17 -7.20  0.08
C 6.61 3.54 -1.56  -0.07
C 5.46 2.64 -1.12  -0.49
C 4.94 1.81 -2.28  -0.05
O 4.41 3.43 -0.56  -0.06
H 6.26 4.24 -2.33  0.08
H 6.97 4.13 -0.72  0.07
H 7.44 2.96 -1.96  0.07
H 5.80 1.98 -0.32  0.14
H 4.55 2.46 -3.07  0.08
H 4.11 1.17 -1.97  0.06
H 5.72 1.18 -2.70  0.08
H 4.09 4.02 -1.26  0.08
C -3.83 -4.67 3.45  -0.06
C -5.00 -3.94 4.09  -0.49
C -6.30 -4.22 3.37  -0.06
O -4.75 -2.53 4.10  -0.07
H -3.70 -4.34 2.42  0.09
H -2.91 -4.45 3.98  0.08
H -3.99 -5.75 3.45  0.08
H -5.09 -4.24 5.14  0.14
H -6.24 -3.87 2.33  0.09
H -7.12 -3.68 3.84  0.07
H -6.54 -5.28 3.36  0.08
H -4.66 -2.25 3.18  0.08
C -8.79 0.61 3.15  -0.06
C -8.90 -0.61 2.26  -0.50
C -9.79 -1.67 2.89  -0.07
O -7.61 -1.15 2.01  -0.06
H -8.34 0.34 4.12  0.08
H -8.14 1.36 2.70  0.08
H -9.76 1.06 3.34  0.08
H -9.30 -0.32 1.29  0.14
H -9.38 -2.01 3.84  0.08
H -9.86 -2.55 2.24  0.08
H -10.80 -1.29 3.06  0.08
H -7.23 -1.42 2.86  0.06
C -0.03 7.60 0.48  -0.06
C 0.37 6.33 1.22  -0.49
C 0.87 6.65 2.62  -0.06
O 1.38 5.65 0.49  -0.05
H 0.82 8.27 0.38  0.07
H -0.38 7.36 -0.53  0.08
H -0.83 8.13 1.01  0.08
H -0.48 5.65 1.27  0.14
H 1.75 7.29 2.57  0.06
H 1.16 5.73 3.14  0.08
H 0.10 7.15 3.21  0.08
H 2.15 6.23 0.42  0.09
C 1.19 11.50 2.16  -0.06
C 1.60 10.25 2.92  -0.50
C 2.09 10.57 4.32  -0.06
O 2.62 9.56 2.19  -0.07
H 2.04 12.18 2.05  0.08
H 0.84 11.25 1.16  0.08
H 0.39 12.04 2.68  0.08
H 0.75 9.56 2.98  0.12
H 2.97 11.22 4.27  0.08
H 2.39 9.66 4.84  0.08
H 1.32 11.08 4.90  0.08
H 3.38 10.15 2.13  0.09

Properties
Orbital gap ... 7.17 eV
F_max ... 0.052 Eh/bohr
Electronic energy ... -3339.4256 Ha
Total charge ... -1


Question: The highest electronic energy belongs to which entry?
Answer: C35H79FN2O8


Question: What is the F_max in the first record?
Answer: 0.006 Eh/bohr


Question: What is the F_max in the third record?
Answer: 0.052 Eh/bohr


Question: Among the records above, which one has the lowest orbital gap?
Answer: C35H81N3O14PS